No. 1
The following is a DFT calculation (ωB97M-V/def2-TZVPD) of a structure of composition C46H46N2PS4TeW.

Each line ends with the Löwdin charge.
Geometry (Å):
1 W 0.364 -0.781 -0.279  0.854
2 S -0.951 -3.215 -0.918  0.033
3 S -1.308 -3.033 -2.919  0.003
4 S 0.400 -2.174 -3.654  0.115
5 S 0.407 -0.350 -2.683  0.178
6 C 2.124 0.288 3.615  -0.016
7 C 0.653 0.029 3.760  -0.206
8 C 0.002 0.617 4.836  -0.038
9 C -1.337 0.389 5.083  -0.073
10 C -2.043 -0.472 4.268  -0.038
11 C -1.428 -1.092 3.187  -0.229
12 C -2.192 -2.153 2.452  -0.086
13 C -0.082 -0.807 2.900  -0.228
14 N 0.548 -1.422 1.771  -0.028
15 C 1.415 -2.404 2.035  -0.240
16 C 1.587 -2.996 3.399  0.025
17 C 2.157 -2.935 0.943  -0.279
18 C 3.256 -3.914 1.220  0.010
19 N 1.879 -2.478 -0.267  0.001
20 C 2.370 -3.209 -1.375  -0.273
21 C 3.182 -2.582 -2.339  -0.266
22 C 3.666 -1.177 -2.158  -0.058
23 C 3.592 -3.286 -3.460  -0.063
24 C 3.196 -4.595 -3.659  -0.056
25 C 2.417 -5.215 -2.704  -0.037
26 C 2.017 -4.566 -1.543  -0.235
27 C 1.235 -5.398 -0.567  -0.099
28 H 2.302 1.341 3.392  0.096
29 H 2.569 -0.311 2.828  0.045
30 H 2.633 0.055 4.550  0.098
31 H 0.571 1.246 5.502  0.124
32 H -1.813 0.846 5.935  0.112
33 H -3.077 -0.695 4.481  0.122
34 H -2.326 -3.010 3.113  0.099
35 H -1.671 -2.517 1.561  -0.020
36 H -3.189 -1.799 2.183  0.066
37 H 0.837 -2.611 4.086  0.097
38 H 2.575 -2.773 3.803  0.106
39 H 1.486 -4.080 3.342  0.105
40 H 3.913 -3.497 1.983  0.101
41 H 3.837 -4.108 0.322  0.103
42 H 2.865 -4.857 1.598  0.096
43 H 4.466 -1.142 -1.420  0.085
44 H 2.859 -0.523 -1.819  -0.008
45 H 4.053 -0.782 -3.093  0.092
46 H 4.226 -2.794 -4.181  0.118
47 H 3.499 -5.132 -4.542  0.113
48 H 2.105 -6.237 -2.852  0.122
49 H 0.384 -5.850 -1.075  0.082
50 H 0.856 -4.842 0.286  0.032
51 H 1.867 -6.213 -0.210  0.095
52 C -0.341 3.921 -4.343  -0.058
53 C 0.865 3.378 -3.927  -0.061
54 C 0.968 2.766 -2.691  -0.127
55 C -0.142 2.708 -1.852  -0.394
56 C -1.359 3.236 -2.281  -0.115
57 C -1.455 3.841 -3.520  -0.058
58 P -0.049 1.811 -0.266  0.975
59 C -0.813 2.972 0.915  -0.352
60 C -0.826 4.344 0.685  -0.082
61 C -1.329 5.190 1.657  -0.061
62 C -1.804 4.679 2.855  -0.062
63 C -1.800 3.311 3.077  -0.059
64 C -1.312 2.458 2.106  -0.097
65 C 1.700 1.856 0.217  -0.399
66 C 2.504 2.932 0.562  -0.064
67 C 3.813 2.672 0.927  -0.071
68 C 4.269 1.363 0.972  -0.073
69 C 3.439 0.297 0.652  -0.158
70 C 2.116 0.508 0.252  -0.303
71 H -0.416 4.398 -5.308  0.110
72 H 1.731 3.437 -4.569  0.112
73 H 1.909 2.340 -2.370  0.103
74 H -2.229 3.185 -1.643  0.103
75 H -2.405 4.245 -3.837  0.113
76 H -0.449 4.746 -0.246  0.109
77 H -1.351 6.254 1.475  0.111
78 H -2.165 5.352 3.617  0.110
79 H -2.179 2.908 4.003  0.099
80 H -1.313 1.387 2.261  0.078
81 H 2.116 3.940 0.527  0.112
82 H 4.478 3.480 1.189  0.108
83 H 5.292 1.167 1.257  0.110
84 H 3.844 -0.708 0.713  0.091
85 C -3.636 1.089 -0.075  -0.357
86 Te -2.482 -0.707 -0.558  1.330
87 C -2.805 0.103 -2.555  -0.371
88 C -4.134 0.794 -2.479  -0.296
89 C -4.932 0.953 -3.601  -0.029
90 C -6.176 1.551 -3.482  -0.070
91 C -6.609 2.003 -2.248  -0.072
92 C -5.803 1.874 -1.128  -0.030
93 C -4.562 1.266 -1.239  -0.304
94 H -2.991 1.962 0.047  0.029
95 H -4.176 0.936 0.858  0.066
96 H -2.807 -0.696 -3.300  0.039
97 H -2.004 0.813 -2.798  0.017
98 H -4.593 0.590 -4.559  0.119
99 H -6.816 1.641 -4.347  0.108
100 H -7.588 2.443 -2.154  0.106
101 H -6.147 2.224 -0.166  0.116

Cartesian forces (eV/Å) of the 2 atoms listed first:
W -0.6 -0.3 -2.6
S 1.0 0.9 0.4

Its charge is +1. As for the HOMO energy (alpha / beta): -9.738 / -9.737 eV. The gap between HOMO and LUMO (alpha / beta) comes out at 5.252 / 5.249 eV. The energy comes out at -113173.231 eV.

***

No. 2
The following is a DFT calculation (ωB97M-V/def2-TZVPD) of a cluster of 3 separate species, C4H10O3 in total.

Each line ends with the Löwdin charge.
Geometry (Å):
1 C 1.132 -2.944 0.608  -0.012
2 C 1.797 -1.794 0.566  -0.219
3 C 1.372 -0.449 0.937  -0.113
4 C 0.033 -0.113 1.009  -0.144
5 O -0.476 0.807 0.093  -0.041
6 H 1.622 -3.884 0.464  0.041
7 H 0.018 -2.913 0.515  0.067
8 H 2.854 -1.894 0.285  0.097
9 H 2.254 0.014 1.424  0.120
10 H -0.602 -0.339 1.850  0.117
11 H -0.671 0.203 -0.645  0.091
12 O -1.131 0.970 -2.737  -0.043
13 H -1.952 0.991 -3.224  0.041
14 H -0.802 1.869 -2.645  0.049
15 O -1.842 3.442 0.199  -0.070
16 H -2.345 3.360 1.014  0.028
17 H -1.260 2.675 0.288  -0.010

Cartesian forces (eV/Å) of the 2 atoms listed first:
C -2.3 0.1 -1.2
C 1.0 -0.4 2.0

Its charge is 0. As for the HOMO energy: -7.406 eV. The gap between HOMO and LUMO comes out at 6.458 eV. The energy comes out at -10447.564 eV. The structure (SMILES) is C=C/C=C/O.O.O.

***

No. 3
The following is a DFT calculation (ωB97M-V/def2-TZVPD) of the molecule CH4FNS2.

Each line ends with the Löwdin charge.
Geometry (Å):
1 C -0.303 -0.282 -0.577  -0.208
2 N 0.578 0.867 -0.663  -0.978
3 S 0.736 1.935 0.759  0.709
4 S 1.714 0.837 -1.737  0.872
5 F 2.949 -0.078 -0.987  -0.494
6 H -0.222 -0.817 0.478  0.118
7 H -1.307 0.066 -0.757  0.070
8 H 0.145 -0.994 -1.243  0.048
9 H 2.085 1.974 0.607  -0.137

Cartesian forces (eV/Å) of the 2 atoms listed first:
C 0.5 -1.0 3.1
N -0.2 0.6 1.1

Its charge is 0. As for the HOMO energy: -9.113 eV. The gap between HOMO and LUMO comes out at 9.614 eV. The energy comes out at -26978.156 eV. The structure (SMILES) is CN(S)SF.

***

No. 4
The following is a DFT calculation (ωB97M-V/def2-TZVPD) of a structure of composition C23H23Cl3MoN2O7SeSi.

Each line ends with the Mulliken spin population.
Geometry (Å):
1 Mo 0.791 -0.902 -1.221  1.856
2 C 0.681 0.866 3.701  0.000
3 O 0.835 -0.078 2.635  0.002
4 C 1.569 0.246 1.605  0.021
5 O 1.570 -0.512 0.630  -0.015
6 N 2.314 1.363 1.644  0.007
7 N 2.889 1.745 0.432  0.001
8 H 0.079 0.355 4.445  0.000
9 H 0.147 1.745 3.335  0.001
10 H 1.650 1.126 4.132  0.000
11 H 2.002 2.086 2.273  0.000
12 H 3.767 2.206 0.612  0.000
13 H 2.238 2.318 -0.095  0.001
14 O -1.147 -0.799 -0.186  -0.041
15 C -1.796 0.516 -0.183  0.001
16 C -0.540 1.449 -0.176  0.023
17 O -0.368 2.256 0.725  0.006
18 O 0.269 1.207 -1.144  0.014
19 C -2.624 0.665 1.076  -0.005
20 C -2.462 -0.188 2.162  -0.001
21 C -3.213 0.004 3.315  0.000
22 C -4.115 1.052 3.397  0.000
23 C -4.274 1.907 2.316  0.000
24 C -3.538 1.711 1.160  0.000
25 C -2.612 0.648 -1.450  0.003
26 C -3.658 -0.249 -1.650  0.001
27 C -4.405 -0.209 -2.813  0.000
28 C -4.130 0.749 -3.778  0.000
29 C -3.105 1.659 -3.573  -0.001
30 C -2.341 1.606 -2.415  -0.005
31 H -1.759 -1.498 -0.477  0.003
32 H -1.755 -1.003 2.111  0.001
33 H -3.093 -0.677 4.149  0.000
34 H -4.699 1.197 4.297  0.000
35 H -4.980 2.726 2.369  0.000
36 H -3.675 2.374 0.315  0.000
37 H -3.900 -0.985 -0.889  0.000
38 H -5.198 -0.928 -2.969  0.000
39 H -4.711 0.782 -4.690  0.000
40 H -2.887 2.410 -4.322  0.000
41 H -1.517 2.297 -2.286  0.001
42 Se 2.957 -0.900 -2.421  0.089
43 C 4.292 -0.976 -1.043  0.024
44 C 4.269 -1.918 -0.023  0.002
45 C 5.241 -1.899 0.965  -0.002
46 C 6.255 -0.953 0.933  0.006
47 C 6.297 -0.029 -0.101  -0.002
48 C 5.321 -0.038 -1.084  0.014
49 H 3.494 -2.671 0.006  -0.013
50 H 5.208 -2.637 1.756  0.000
51 H 7.016 -0.944 1.703  0.000
52 H 7.094 0.703 -0.145  0.000
53 H 5.349 0.693 -1.882  -0.003
54 Cl -1.226 -4.012 -0.903  -0.002
55 Si 0.752 -3.382 -0.671  -0.052
56 Cl 1.911 -4.739 -1.697  0.006
57 Cl 1.149 -3.735 1.342  -0.004
58 O -1.988 -2.088 -3.792  0.039
59 C -0.957 -1.480 -3.858  0.000
60 O -0.182 -1.218 -2.834  0.026
61 H -0.551 -1.019 -4.770  -0.003

Cartesian forces (eV/Å) of the 2 atoms listed first:
Mo 0.5 0.2 -0.7
C -0.1 0.0 0.2

Its charge is 0. The multiplicity is 3. As for the HOMO energy (alpha / beta): -7.773 / -8.461 eV. The gap between HOMO and LUMO (alpha / beta) comes out at 6.344 / 7.551 eV. The energy comes out at -154189.440 eV.

***

No. 5
The following is a DFT calculation (ωB97M-V/def2-TZVPD) of a structure of composition C4H8INS.

Each line ends with the Löwdin charge.
Geometry (Å):
1 C -0.979 -1.079 -0.537  -0.246
2 C -0.097 -0.485 0.233  -0.319
3 C -2.305 -1.608 -0.127  -0.102
4 C 1.069 2.065 0.161  -0.246
5 N 2.465 -0.256 0.560  -0.960
6 S 1.344 0.306 -0.514  0.755
7 I 4.481 -0.085 0.066  0.517
8 H -0.796 -0.993 -1.617  0.108
9 H -0.051 -0.003 1.251  0.103
10 H -2.379 -2.655 -0.320  0.055
11 H -2.651 -1.470 0.994  0.123
12 H -2.979 -1.016 -0.850  0.106
13 H 1.793 2.717 -0.290  0.026
14 H 1.066 2.095 1.174  -0.007
15 H 0.019 2.468 -0.186  0.089

Cartesian forces (eV/Å) of the 2 atoms listed first:
C -0.1 0.4 0.2
C 1.7 2.6 0.9

Its charge is 0. As for the HOMO energy: -7.629 eV. The gap between HOMO and LUMO comes out at 7.961 eV. The energy comes out at -24699.707 eV.

***

No. 6
The following is a DFT calculation (ωB97M-V/def2-TZVPD) of a cluster of 3 separate species, C5H8Br2F2O2 in total.

Each line ends with the Löwdin charge.
Geometry (Å):
1 C -1.227 -1.258 -1.650  -0.099
2 C 2.062 -1.089 1.217  0.030
3 C -0.829 0.721 -0.423  -0.111
4 C 1.731 1.146 0.451  -0.510
5 C -0.976 1.238 0.795  -0.374
6 O -0.659 -0.642 -0.551  -0.149
7 O 2.009 -0.067 0.202  -0.130
8 F -1.169 2.476 1.243  0.152
9 F -0.804 0.411 1.830  0.125
10 Br -4.526 0.045 -0.555  -0.633
11 Br 2.148 2.281 -1.014  0.874
12 H -2.289 -1.430 -1.392  0.025
13 H -0.702 -2.138 -1.726  0.071
14 H -1.291 -0.660 -2.514  0.080
15 H 3.096 -1.103 1.537  0.101
16 H 1.819 -2.023 0.745  0.102
17 H 1.307 -0.800 2.075  0.150
18 H -0.893 1.208 -1.509  0.194
19 H 1.194 1.684 1.238  0.102

Cartesian forces (eV/Å) of the 2 atoms listed first:
C -3.1 0.2 0.7
C -1.6 0.7 2.4

Its charge is 0. As for the HOMO energy (alpha / beta): -6.530 / -6.533 eV. The gap between HOMO and LUMO (alpha / beta) comes out at 3.561 / 3.568 eV. The energy comes out at -154923.405 eV.

***

Question: The highest energy belongs to which entry?
Answer: C4H10O3

***

Question: Number 1 is which compound?
Answer: C46H46N2PS4TeW

***

Question: Look up the energy of the fifth one.
Answer: -24699.707 eV